No. 1
C21H21F7O21 | the ωB97M-V functional and the def2-TZVPD basis

Computed properties:
E = -84136.204 eV
SMILES = O=C1OC[C@@H](F)O1.O=C1OC[C@@H](F)O1.O=C1OC[C@@H](F)O1.O=C1OC[C@@H](F)O1.O=C1OC[C@@H](F)O1.O=C1OC[C@@H](F)O1.O=C1OC[C@@H](F)O1
HOMO energy = -10.49 eV
Kohn-Sham gap = 0.3786 Eh
LUMO level = -0.19 eV

The geometry in XYZ format:
```
70
Properties=species:S:1:pos:R:3:forces:R:3
O -0.54758 -5.77983 -7.34495 0.579 4.215 2.377
C -0.31959 -4.76630 -6.64340 -0.165 -4.698 -2.126
O -0.52187 -4.71879 -5.32705 -0.493 -0.441 0.194
C -0.15583 -3.44523 -4.84120 -0.331 0.545 -0.108
C 0.73722 -2.91725 -5.92973 -0.778 -0.892 0.393
F 1.99311 -3.33557 -5.69254 1.361 0.384 0.134
O 0.31021 -3.65445 -7.05779 -0.192 1.155 -0.610
H -1.02846 -2.79288 -4.80873 -0.148 -0.171 0.532
H 0.36001 -3.52616 -3.88440 -0.251 0.058 -0.157
H 0.65301 -1.83278 -6.00005 0.381 -0.134 -0.735
O -4.36529 2.75770 1.79264 0.496 0.181 0.288
C -3.41684 3.07599 2.41571 0.889 0.706 1.373
O -3.30543 4.17762 3.30558 -0.502 -1.560 -2.069
C -1.92190 4.40193 3.48155 0.428 -0.072 0.305
C -1.32010 2.99499 3.36240 0.018 2.592 -0.648
F -1.40780 2.44812 4.56154 -0.768 -1.922 2.103
O -2.18542 2.38984 2.42141 -0.190 0.402 0.229
H -1.50395 5.05995 2.71969 -0.171 0.094 -0.149
H -1.79302 4.84128 4.47072 0.202 -0.165 -0.087
H -0.24247 3.01365 3.19972 -0.319 -0.379 -1.404
O 0.78438 3.46939 1.15474 2.095 1.262 -1.377
C 1.26849 4.25605 0.34867 -1.910 -2.362 2.418
O 0.51952 4.90709 -0.47176 -2.048 0.887 -1.289
C 1.22027 5.97298 -1.01984 1.217 1.338 -1.223
C 2.72651 5.60243 -0.76364 -2.495 1.601 -0.776
F 3.38429 6.62747 -0.19268 0.339 0.490 0.684
O 2.53690 4.59550 0.16130 2.637 -1.510 0.824
H 1.01925 6.12420 -2.08042 -0.176 -0.493 0.021
H 0.93525 6.91077 -0.54295 0.217 -0.031 0.355
H 3.26200 5.44597 -1.70006 0.161 -1.204 0.319
O -1.35891 -5.13121 1.72240 0.745 0.654 -3.647
C -0.99186 -5.05979 0.54361 0.971 -1.372 3.824
O 0.21104 -4.54141 0.17089 1.000 0.674 -0.437
C 0.46887 -4.85385 -1.20800 -2.528 0.867 -1.647
C -0.99182 -5.11787 -1.69227 0.526 0.807 2.161
F -1.11244 -5.93945 -2.69840 0.109 -1.456 -1.125
O -1.46962 -5.71216 -0.48888 -2.511 -0.897 -0.360
H 0.72365 -4.00829 -1.84692 0.908 0.380 0.905
H 1.06359 -5.73189 -1.45991 0.200 -0.017 0.753
H -1.64633 -4.26382 -1.86637 0.525 0.367 -0.128
O -3.07231 -2.71874 0.97223 1.602 1.127 3.073
C -2.66892 -2.20476 2.01986 -2.518 -1.073 -4.169
O -1.52560 -1.52019 2.13489 0.204 -0.625 -0.351
C -1.46879 -0.95276 3.41127 -0.777 0.605 1.148
C -2.90661 -1.07503 3.89362 0.370 -0.472 1.966
F -3.63009 0.06502 3.83330 -0.321 0.515 -0.613
O -3.47651 -2.08453 3.12083 1.103 0.346 -0.495
H -0.88525 -1.52295 4.13408 0.502 -0.118 -0.476
H -1.14505 0.08785 3.39046 0.084 -0.212 -0.189
H -2.91658 -1.37494 4.94150 -0.244 -0.099 0.015
O 1.39439 0.34023 2.48934 4.516 0.937 -2.030
C 2.55023 0.57867 2.05368 -2.953 -1.053 3.989
O 3.66401 0.55478 2.83341 -2.675 -0.889 3.061
C 4.85701 0.68832 2.18981 0.407 0.058 -1.261
C 4.34826 1.24612 0.85282 0.280 -0.689 -0.367
F 4.85603 0.58856 -0.23274 -0.042 0.520 0.464
O 2.93722 0.93165 0.87670 0.471 1.066 -2.645
H 5.49492 1.34470 2.78171 0.040 0.127 -0.371
H 5.32150 -0.29234 2.08658 0.205 0.024 -0.278
H 4.50698 2.32144 0.77163 -0.290 -0.049 -0.449
O -1.16004 -2.00835 -2.22812 0.553 1.106 0.183
C -0.98169 -0.95643 -1.65701 -0.314 -2.471 -0.012
O -0.35298 -0.82442 -0.50607 1.344 -1.667 0.135
C -0.33550 0.49564 -0.06686 -0.847 0.726 0.970
C -1.31214 1.13417 -1.04856 -0.557 0.741 1.672
F -0.80637 2.27906 -1.54460 0.192 0.555 -0.589
O -1.49250 0.19406 -2.02531 -0.418 0.365 -2.212
H -0.69467 0.48334 0.96219 -0.087 0.253 -0.175
H 0.65223 0.95560 -0.03606 -0.031 -0.143 -0.512
H -2.32233 1.30255 -0.67536 0.170 0.606 0.426
```
Forces are in eV/Å.

***

No. 2
C38H39KN5O8S | the ωB97M-V functional and the def2-TZVPD basis

Computed properties:
E = -91027.619 eV
total charge = -1
HOMO energy = -2.24 eV
Kohn-Sham gap = 0.1599 Eh
LUMO level = 2.11 eV

The geometry in XYZ format:
```
92
Properties=species:S:1:pos:R:3:forces:R:3
K -0.15427 -0.12805 -0.13891 -0.002 0.069 -0.064
C 2.34813 -3.13947 -4.76865 0.007 0.003 -0.001
C 1.64023 -1.97451 -4.12431 -0.011 -0.003 -0.016
C 2.35775 -0.88322 -3.69097 -0.003 -0.008 0.017
C 1.74735 0.26421 -3.06951 0.005 -0.011 -0.018
C 2.47052 1.29231 -2.51887 0.008 0.025 -0.003
N 3.91012 1.25538 -2.51834 0.014 -0.011 0.002
C 4.54711 0.41360 -1.50475 -0.002 -0.007 0.003
C 3.99384 0.53234 -0.07063 0.003 -0.002 -0.006
C 3.10279 -0.62872 0.33928 0.008 0.020 -0.014
N 3.91255 -1.80406 0.67955 -0.008 -0.004 0.013
C 3.63415 -2.75137 1.54454 0.007 0.001 -0.012
C 2.42593 -3.08474 2.16925 0.000 0.008 -0.005
C 2.52708 -3.82816 3.37917 0.003 -0.004 0.000
C 1.44363 -4.15216 4.13424 0.005 0.009 -0.010
C 1.54741 -4.89828 5.43548 -0.002 -0.003 0.002
C 0.17496 -3.72816 3.65580 -0.012 -0.004 -0.012
C -0.02071 -3.05826 2.48328 -0.014 -0.013 0.004
C -1.40304 -2.70174 2.13639 0.009 0.039 -0.005
N -1.76458 -1.90997 1.21870 -0.037 -0.048 -0.027
C -3.19112 -1.71582 1.02377 -0.002 0.016 -0.004
C -3.68394 -2.32113 -0.30050 0.007 -0.005 0.005
C -3.61543 -1.40440 -1.52076 -0.011 0.002 0.006
N -2.25918 -1.01191 -1.82987 0.040 0.021 -0.034
C -1.80052 -1.21781 -2.99340 -0.098 -0.034 0.063
C -0.40561 -0.91415 -3.36879 0.012 0.021 -0.005
C 0.25667 -2.01828 -3.95383 0.000 -0.002 0.010
C 0.29784 0.22994 -3.03529 0.030 -0.002 -0.004
O -0.22451 1.48249 -2.67305 -0.002 -0.012 0.023
C 1.11843 -2.78081 1.59947 0.034 0.008 0.043
O 0.98321 -2.40369 0.42962 0.006 -0.043 0.011
H 3.43002 -3.00420 -4.73936 -0.001 0.000 -0.001
H 2.04905 -3.25332 -5.81389 -0.001 -0.001 -0.001
H 2.10797 -4.07493 -4.25725 -0.001 0.001 0.001
H 3.43076 -0.85180 -3.84202 -0.001 0.005 0.000
H 1.98197 2.15577 -2.08774 -0.009 -0.004 -0.002
H 4.28525 2.19058 -2.46272 -0.007 0.003 -0.003
H 5.61639 0.64678 -1.52088 -0.001 0.003 -0.006
H 4.45472 -0.63150 -1.83338 -0.002 0.003 -0.001
H 3.37390 1.42654 0.00992 0.002 0.005 -0.004
H 4.80381 0.64451 0.65971 -0.001 -0.005 0.005
H 2.43693 -0.89378 -0.48037 -0.006 -0.006 -0.013
H 2.51694 -0.36317 1.21802 -0.012 -0.004 0.000
H 4.86005 -1.78475 0.33477 0.001 0.000 -0.004
H 4.50364 -3.33563 1.83908 -0.001 -0.002 0.001
H 3.51967 -4.11022 3.72141 -0.001 -0.002 0.003
H 2.58163 -5.17205 5.64586 0.001 0.000 -0.003
H 0.95535 -5.81693 5.42032 0.001 0.000 0.000
H 1.18760 -4.29353 6.27162 0.001 0.000 -0.001
H -0.70056 -3.95698 4.26014 0.002 -0.001 0.002
H -2.16170 -3.18176 2.77747 0.007 0.003 0.012
H -3.39105 -0.64000 1.02334 -0.004 -0.004 0.002
H -3.75790 -2.16455 1.85374 0.005 0.001 0.004
H -4.73228 -2.60592 -0.17166 -0.001 0.001 -0.002
H -3.12515 -3.24039 -0.49676 0.000 0.001 -0.001
H -4.17807 -0.48925 -1.30838 0.001 -0.001 0.001
H -4.09587 -1.90196 -2.37818 0.005 -0.004 0.002
H -2.40977 -1.74741 -3.74270 0.031 0.000 -0.025
H -0.30646 -2.91997 -4.16614 0.004 -0.002 -0.004
O -2.85624 2.96620 5.57866 0.000 0.002 -0.003
C -2.38051 2.63553 4.34449 0.003 -0.009 0.007
C -1.12693 2.08129 4.15470 0.004 -0.014 -0.010
C -0.71055 1.78734 2.86258 -0.005 -0.003 0.015
N -1.49779 1.95945 1.80216 0.011 -0.004 -0.017
C -2.69681 2.50499 2.00586 -0.015 0.024 0.014
C -3.18701 2.88304 3.24190 0.005 -0.005 -0.010
C -3.49567 2.82192 0.76597 -0.005 -0.006 0.013
O -4.10802 3.84024 0.59907 0.007 -0.002 -0.005
O -3.38871 1.79982 -0.09438 0.003 -0.003 -0.007
C 0.72852 1.28243 2.63010 0.023 -0.009 0.021
O 1.28010 0.75814 3.60949 0.003 0.018 0.001
O 1.18015 1.47134 1.47368 -0.045 -0.015 0.060
H -2.18615 2.73996 6.23246 0.000 0.002 0.000
H -0.44593 1.86947 4.97069 -0.002 0.005 0.005
H -4.15211 3.35929 3.33897 0.000 0.001 0.001
C -2.49035 1.95202 -3.72409 0.009 -0.011 -0.012
S -1.80037 1.77060 -2.07974 0.005 -0.008 0.022
O -3.64986 2.15401 -1.44932 0.007 0.005 -0.002
C -1.33370 3.43553 -1.61717 -0.046 0.012 -0.038
C -0.29719 3.57131 -0.70675 -0.012 -0.005 -0.010
C 0.04381 4.84363 -0.26815 0.003 0.000 0.005
C -0.63839 5.95443 -0.73911 0.006 0.004 -0.002
C -1.68073 5.80001 -1.64402 -0.003 -0.002 0.003
C -2.04118 4.53526 -2.07763 0.021 0.010 0.024
H -3.53256 2.24973 -3.66276 -0.002 -0.002 0.009
H -2.39296 0.97770 -4.19941 -0.008 0.005 -0.009
H -1.88027 2.67488 -4.25961 0.005 -0.003 0.000
H 0.23058 2.71578 -0.30469 0.020 0.004 0.005
H 0.84173 4.95017 0.45531 0.002 -0.002 -0.001
H -0.36914 6.94363 -0.39013 0.000 0.000 0.000
H -2.23118 6.66321 -1.99536 0.000 0.000 -0.001
H -2.88825 4.40609 -2.73587 -0.001 0.001 -0.003
```
Forces are in eV/Å.

***

No. 3
C5H10O2 | the ωB97M-V functional and the def2-TZVPD basis

Computed properties:
E = -9441.150 eV
SMILES = C/C=C\O.CC=O
HOMO energy = -8.45 eV
Kohn-Sham gap = 0.3435 Eh
LUMO level = 0.89 eV

The geometry in XYZ format:
```
17
Properties=species:S:1:pos:R:3:forces:R:3
C 1.91509 0.16235 -0.21012 0.005 0.043 -0.093
C 1.50785 -0.92680 0.74253 -0.108 -0.088 -0.005
C 0.50815 -1.79690 0.57964 0.152 -0.015 0.243
O -0.39295 -1.87270 -0.43097 0.118 0.134 -0.126
H 1.60670 1.15819 0.13897 0.041 -0.155 -0.040
H 1.49194 0.02271 -1.20979 0.067 0.021 0.153
H 3.00533 0.18890 -0.31692 -0.158 -0.007 0.027
H 2.09419 -1.03851 1.65125 -0.096 -0.030 -0.124
H 0.32424 -2.57925 1.31234 0.074 0.120 -0.072
H -0.35399 -1.07902 -0.99881 -0.030 -0.099 0.040
C -1.80245 0.96031 0.44206 -0.002 -0.095 -0.009
C -1.52508 1.28458 -0.99546 0.176 -0.170 -0.198
O -0.91906 0.56108 -1.75993 -0.306 0.311 0.337
H -2.79822 1.30889 0.73293 0.133 -0.024 -0.072
H -1.07241 1.49437 1.06483 -0.091 -0.045 -0.099
H -1.69742 -0.11236 0.61758 -0.022 0.178 0.017
H -1.89191 2.26414 -1.36014 0.048 -0.078 0.022
```
Forces are in eV/Å.

***

No. 4
C8H14N4O2 | the ωB97M-V functional and the def2-TZVPD basis

Computed properties:
E = -18576.986 eV
SMILES = CCCOCN1COCN/C1=N/C#N
HOMO energy = -9.09 eV
Kohn-Sham gap = 0.3521 Eh
LUMO level = 0.50 eV

The geometry in XYZ format:
```
28
Properties=species:S:1:pos:R:3:forces:R:3
C -1.06927 2.57511 2.63658 -0.471 0.026 0.141
C -1.09975 2.45733 1.10872 -1.422 -2.185 0.205
C -0.14557 1.37752 0.59731 0.948 1.296 0.308
O -0.50329 0.14957 1.17753 -0.263 0.778 -0.257
C 0.47673 -0.77379 0.96385 -0.758 -2.573 1.251
N 0.67552 -1.15642 -0.40370 -1.243 -0.668 -1.026
C 1.96898 -0.81089 -0.95799 -0.089 0.332 0.136
O 2.08218 -1.12027 -2.29929 -0.341 0.131 -0.906
C 0.86813 -0.74305 -2.96988 -0.154 0.272 0.940
N -0.18436 -1.61239 -2.51198 1.110 1.690 1.119
C -0.30967 -1.75658 -1.15876 -0.103 0.046 0.284
N -1.37120 -2.37654 -0.76014 -0.323 -0.636 0.257
C -1.57512 -2.91773 0.43708 0.468 0.832 -0.437
N -1.81446 -3.38650 1.46382 -0.091 -0.272 0.263
H -1.04523 1.56899 3.13802 -0.049 1.034 -0.577
H -0.15384 3.11134 2.82678 0.393 0.166 0.762
H -1.92738 3.17236 3.05477 0.837 -0.610 -0.511
H -2.09914 2.02011 0.82445 0.679 0.784 0.020
H -0.93807 3.38295 0.58286 0.010 0.401 -0.072
H 0.95321 1.58096 0.81644 -1.049 0.052 0.111
H -0.19998 1.33940 -0.48739 -0.168 -0.146 -0.365
H 1.43381 -0.45875 1.32435 0.799 0.499 0.292
H 0.17235 -1.64602 1.58677 0.277 0.420 -0.531
H 2.70106 -1.40635 -0.45242 0.749 -0.185 0.304
H 2.10412 0.25512 -0.71671 0.343 -0.012 -0.381
H 0.69938 0.34561 -2.69106 -0.183 -1.139 -0.540
H 0.93114 -0.90360 -4.03323 0.550 0.292 -0.271
H -0.63029 -2.26748 -3.09679 -0.456 -0.621 -0.519
```
Forces are in eV/Å.